No. 1
ORCA calculation (ωB97M-V/def2-TZVPD) on the molecule C4H6N2O in a non-equilibrium geometry.

Atoms and positions in Å:
H 2.319 -1.008 1.625
O -0.037 1.912 -0.585
C 0.974 0.341 0.800
H -2.274 0.390 -0.752
H 1.436 3.275 -0.301
C -0.251 0.603 -0.229
H -1.182 -0.781 -1.575
N 1.654 1.470 0.735
H 0.867 -1.653 1.049
C 1.077 2.403 0.009
N 1.403 -0.837 1.378
C -1.369 -0.263 -0.687
H -1.331 -1.209 -0.024

Forces on atoms 1 to 6 (eV/Å):
H 2.065 0.051 0.352
O -0.705 -0.584 -0.154
C -4.250 0.986 -5.066
H 0.191 -1.286 0.279
H 1.239 3.516 -0.980
C 5.179 -0.417 3.909

Structure (SMILES): Cc1ocnc1N
Kohn-Sham gap, Eh: 0.2987
LUMO level, eV: 0.89
HOMO energy, eV: -7.235
Total charge: 0

natural (NBO) atomic charge list, values in e, 5 entries: H 0.397; O -0.400; C 0.298; H 0.239; H 0.180

No. 2
ORCA calculation (ωB97M-V/def2-TZVPD) on the molecule C4H6N2O.

Atoms and positions in Å:
N -1.505 -0.274 1.685
H 1.322 1.151 1.348
H -0.614 1.121 3.032
C -1.026 -0.788 0.499
C 0.632 -0.108 -2.071
C 0.198 -0.245 0.220
C -0.586 0.551 2.111
O 1.111 -0.403 -0.765
N 0.473 0.618 1.253
H 1.466 -0.296 -2.750
H -0.213 -0.751 -2.341
H 0.326 0.942 -2.146
H -1.583 -1.520 -0.073

Forces on atoms 1 to 6 (eV/Å):
N 0.213 0.138 0.040
H -0.111 -0.045 0.013
H -0.033 -0.094 -0.151
C 0.062 -0.080 -0.200
C -0.065 0.035 -0.295
C -0.154 0.048 0.168

Structure (SMILES): COc1cnc[nH]1
Kohn-Sham gap, Eh: 0.3427
LUMO level, eV: 0.87
HOMO energy, eV: -8.456
Total charge: 0

natural (NBO) atomic charge list, values in e, 5 entries: N -0.444; H 0.421; H 0.195; C -0.174; C -0.241

No. 3
ORCA calculation (ωB97M-V/def2-TZVPD) on the molecule C4H6N2O.

Atoms and positions in Å:
C -1.294 1.125 0.565
H 2.308 -0.661 1.133
N -0.243 -0.691 -0.718
H -3.195 -0.968 -0.650
C 0.610 -0.076 -0.015
C 2.070 -0.342 0.112
C -1.522 0.004 -0.460
N 0.008 0.998 0.744
O -2.492 -0.891 -0.002
H 2.651 0.562 -0.101
H 2.362 -1.130 -0.583
H -1.806 0.494 -1.406
H 0.542 1.576 1.381

Forces on atoms 1 to 6 (eV/Å):
C 0.515 -0.204 -0.075
H -0.044 0.056 -0.131
N 0.217 0.237 0.301
H 0.006 -0.064 -0.017
C -0.070 -0.162 -0.151
C 0.020 -0.028 -0.036

Kohn-Sham gap, Eh: 0.3472
LUMO level, eV: 0.62
HOMO energy, eV: -8.833
Total charge: 0

natural (NBO) atomic charge list, values in e, 5 entries: C 0.120; H 0.235; N -0.419; H 0.481; C 0.402

No. 4
ORCA calculation (ωB97M-V/def2-TZVPD) on the molecule C4H6N2O.

Atoms and positions in Å:
C -0.370 0.340 0.096
O -0.738 -2.007 0.140
C 0.589 1.324 0.248
N -1.783 0.504 -0.036
H -1.576 -1.590 0.418
H 0.251 2.356 0.438
H 1.643 -2.160 -0.218
C 1.890 1.064 -0.183
H -2.064 0.417 -1.014
N 1.373 -1.178 -0.358
H 2.725 0.510 0.234
H -2.072 1.418 0.298
C 0.133 -0.998 -0.062

Forces on atoms 1 to 6 (eV/Å):
C 0.122 -0.088 -0.071
O -0.099 0.000 0.051
C 0.185 -0.248 -0.465
N 0.166 0.197 0.093
H 0.134 -0.120 -0.086
H 0.414 -0.385 -0.321

Kohn-Sham gap (spin up / spin down), Eh: 0.2793 / 0.2794
LUMO level (spin up / spin down), eV: 0.05 / 0.05
HOMO energy (spin up / spin down), eV: -7.550 / -7.550
Total charge: 0

natural (NBO) atomic charge list, values in e, 5 entries: C -0.049; O -0.673; C -0.329; N -0.839; H 0.503

No. 5
ORCA calculation (ωB97M-V/def2-TZVPD) on the molecule C4H6N2O in a non-equilibrium geometry.

Atoms and positions in Å:
O -0.547 0.047 0.314
H -1.052 -2.326 -0.765
H -0.240 -2.612 0.790
H 0.978 0.734 -1.112
H 0.622 -2.878 -0.735
N -2.149 3.003 0.867
C 0.409 -0.816 -0.286
N 0.762 1.635 -0.544
C -0.344 1.304 0.127
H 0.781 2.548 -0.982
C -1.358 2.224 0.536
H 1.375 -0.648 0.204
C -0.099 -2.227 -0.232

Forces on atoms 1 to 6 (eV/Å):
O -0.050 0.244 -0.020
H 0.153 0.020 0.079
H 0.019 0.056 -0.124
H 0.079 0.004 0.054
H -0.089 0.101 0.080
N 0.776 -0.755 -0.329

Kohn-Sham gap (spin up / spin down), Eh: 0.2599 / 0.2624
LUMO level (spin up / spin down), eV: -0.41 / -0.39
HOMO energy (spin up / spin down), eV: -7.487 / -7.533
Total charge: 0

natural (NBO) atomic charge list, values in e, 5 entries: O -0.362; H 0.214; H 0.197; H 0.397; H 0.223

No. 6
ORCA calculation (ωB97M-V/def2-TZVPD) on the molecule C4H6N2O in a non-equilibrium geometry.

Atoms and positions in Å:
C 0.520 0.984 -0.415
C -0.292 -0.912 0.713
H -2.176 1.768 -0.096
H 1.678 -1.620 1.043
H 2.556 0.056 -0.511
H -0.194 -1.292 -1.251
N 1.159 -0.796 0.793
H -2.518 0.336 0.826
C 1.558 0.099 -0.098
O -0.417 -1.799 -0.445
N -1.869 0.887 0.284
C -0.616 0.433 0.204
H 0.611 1.856 -1.046

Forces on atoms 1 to 6 (eV/Å):
C 0.065 -0.001 -0.046
C 0.041 0.111 -0.104
H 0.146 -0.147 -0.040
H 0.095 -0.020 -0.318
H 0.216 0.526 0.320
H 0.119 -0.141 0.377

Structure (SMILES): Nc1cc[nH]c1O
Kohn-Sham gap, Eh: 0.2815
LUMO level, eV: 0.48
HOMO energy, eV: -7.179
Total charge: 0

natural (NBO) atomic charge list, values in e, 5 entries: C -0.482; C -0.024; H 0.395; H 0.406; H 0.210

No. 7
ORCA calculation (ωB97M-V/def2-TZVPD) on a structure of composition C4H6N2O in a non-equilibrium geometry.

Atoms and positions in Å:
H 0.117 0.744 1.187
C 0.086 0.587 0.031
H -2.087 1.174 0.407
H 2.109 1.924 -0.019
C 1.377 1.070 -0.306
N 2.174 0.007 0.017
C -1.213 -0.901 0.003
N -1.357 0.687 -0.251
O 1.553 -1.253 0.059
H -2.116 -1.634 -0.409
C 0.263 -0.841 -0.347
H -1.260 -0.770 1.064
H 0.353 -0.794 -1.436

Forces on atoms 1 to 6 (eV/Å):
H 0.122 -0.736 -1.183
C -1.880 1.983 3.976
H 2.644 -1.263 -1.243
H -2.079 -0.727 -0.995
C 6.124 -1.568 2.020
N 0.910 2.094 -1.759

Kohn-Sham gap, Eh: 0.3636
LUMO level, eV: 0.68
HOMO energy, eV: -9.211
Total charge: 0

natural (NBO) atomic charge list, values in e, 5 entries: H 0.173; C -0.128; H 0.386; H 0.254; C -0.049

No. 8
ORCA calculation (ωB97M-V/def2-TZVPD) on a cluster of 2 separate species, C4H6N2O in total in a non-equilibrium geometry.

Atoms and positions in Å:
H 1.089 -0.259 1.656
H -1.706 2.391 -0.249
H -1.082 2.669 0.046
N 1.503 1.883 -0.634
H 0.243 -1.344 -1.085
C 0.219 -1.328 0.008
O -1.079 -0.879 0.463
C 1.298 -0.424 0.593
C -1.870 -0.378 -0.429
N -2.615 0.069 -1.200
H 2.267 -0.931 0.523
C 1.402 0.871 -0.085
H 0.333 -2.342 0.394

Forces on atoms 1 to 6 (eV/Å):
H 0.044 -0.022 -0.135
H 0.034 0.058 0.048
H -0.059 0.026 -0.013
N -0.088 -1.012 0.548
H -0.011 0.006 0.153
C 0.216 -0.091 -0.103

Structure (SMILES): N#CCCOC#N.[H][H]
Kohn-Sham gap, Eh: 0.4200
LUMO level, eV: 0.34
HOMO energy, eV: -11.085
Total charge: 0

natural (NBO) atomic charge list, values in e, 5 entries: H 0.265; H 0.006; H -0.010; N -0.288; H 0.214

No. 9
ORCA calculation (ωB97M-V/def2-TZVPD) on the molecule C4H6N2O in a non-equilibrium geometry.

Atoms and positions in Å:
H 1.093 -2.068 1.079
C -0.318 0.891 0.746
O -1.764 -0.717 -1.639
H -1.315 0.650 1.007
H -0.963 1.542 -1.044
H -0.015 1.968 0.926
C 0.941 -1.049 0.596
H 1.857 -0.823 0.234
N 0.439 -0.017 1.538
N 0.173 -1.463 -0.581
H 0.830 0.901 -1.096
C -0.206 0.841 -0.755
C -0.751 -0.657 -1.013

Forces on atoms 1 to 6 (eV/Å):
H -0.088 1.282 0.111
C 1.805 1.940 0.085
O -1.520 -1.191 -0.419
H -1.584 0.522 0.525
H 0.102 0.301 -1.236
H -0.727 -1.027 0.900

Kohn-Sham gap (spin up / spin down), Eh: 0.3195 / 0.2775
LUMO level (spin up / spin down), eV: -0.80 / -2.03
HOMO energy (spin up / spin down), eV: -9.499 / -9.583
Total charge: 0

natural (NBO) atomic charge list, values in e, 5 entries: H 0.247; C -0.322; O -0.533; H 0.235; H 0.246

No. 10
ORCA calculation (ωB97M-V/def2-TZVPD) on a cluster of 2 separate species, C4H6N2O in total in a non-equilibrium geometry.

Atoms and positions in Å:
H 1.531 -2.134 0.463
O 1.858 -0.897 -1.572
C 0.991 -0.236 -1.222
N 0.469 -0.017 0.034
C -1.707 0.634 -0.680
C -0.635 0.875 0.058
H -0.882 1.510 1.084
H 0.053 0.079 -1.935
C 1.016 -0.809 0.943
N 1.183 -0.709 2.338
H -1.855 0.274 -1.799
H -2.555 1.425 -0.617
H 0.533 0.004 2.904

Forces on atoms 1 to 6 (eV/Å):
H -1.430 4.769 1.282
O 4.325 -2.295 -0.973
C -7.285 2.090 -2.471
N 0.721 1.145 -1.199
C -2.884 3.083 -3.946
C -1.793 -0.256 4.632

Kohn-Sham gap, Eh: 0.3557
LUMO level, eV: 0.35
HOMO energy, eV: -9.331
Total charge: 0

natural (NBO) atomic charge list, values in e, 5 entries: H 0.224; O -0.508; C 0.587; N -0.572; C -0.413

M per entry: 98.10, 98.10, 98.10, 98.10, 98.10, 98.10, 98.11, 98.10, 98.10, 98.11 g/mol
ΔE to the lowest compared entry with this formula, charge and spin per entry: 270.0, 119.1, 268.5, 446.1, 394.1, 355.6, 740.9, 301.9, 506.2, 618.9 kJ/mol